DFT (ωB97M-V/def2-TZVPD) results for a 2-piece molecular cluster, C3H3BrN2O overall.

```
10
Properties=species:S:1:pos:R:3
C 0.8275 0.6705 0.6302
C -0.0760 -0.1698 0.0764
C 0.4158 2.0155 0.1030
N -0.8110 0.5012 -0.8322
N -0.6284 1.7787 -0.8047
O 0.9705 3.0617 0.3725
Br 3.7015 -0.1594 -0.3572
H 1.5991 0.7394 1.4038
H -0.2810 -1.1829 0.0659
H -1.2773 0.2058 -1.6674
```

- M: 162.97 g/mol
- Gap between HOMO and LUMO (spin up / spin down): 8.4 / 5.7 eV
- Largest force on an atom: 2.4 eV Å⁻¹

Löwdin population analysis, charges in e, atoms 1 to 5:
1 C -0.0658
2 C -0.1024
3 C -0.4773
4 N -0.0130
5 N 0.1231